DFT (ωB97M-V/def2-TZVPD) results for a gas-phase ion, C12H7N6O4 (charge -1).

Results
- electronic energy (Ha) = -1090.8232
- lowest unoccupied orbital energy (eV) = 2.83
- total charge = -1
- frontier orbital gap (eV) = 7.664
- HOMO energy (Ha) = -0.1775
- structure (SMILES) = [O-][N+]([O-])=C1C=Nc2no[n+]([O-])c2[C@@H]1n1cnc2ccccc21
- F_max (eV/A) = 3.635

The geometry in XYZ format:
```
29
Properties=species:S:1:pos:R:3:forces:R:3
O -0.470 1.047 -2.069 1.7 0.2 -0.7
N 0.787 1.132 -2.232 -0.9 0.2 -0.8
O 1.281 1.368 -3.347 -0.1 -0.4 0.7
C 1.582 1.006 -1.076 -1.4 1.2 -0.8
C 2.945 1.304 -1.079 0.2 0.8 1.1
N 3.614 1.662 0.025 1.3 -0.8 -2.6
C 2.915 1.724 1.134 0.1 0.7 3.1
N 3.424 2.297 2.288 -1.9 -1.2 -2.8
O 2.339 2.399 3.112 -1.7 -0.6 -0.2
N 1.126 1.873 2.439 2.1 -1.4 -1.3
O 0.073 1.897 3.032 -0.1 0.3 0.1
C 1.543 1.305 1.254 0.1 2.1 2.9
C 0.658 0.928 0.120 0.9 -0.6 -0.1
N 0.099 -0.434 0.070 -0.8 -0.6 0.0
C 0.886 -1.545 -0.118 -1.8 -0.6 0.3
N 0.161 -2.656 -0.241 1.7 0.4 -0.1
C -1.162 -2.273 -0.218 0.4 1.4 0.5
C -2.312 -3.065 -0.167 0.2 0.0 -0.1
C -3.550 -2.445 -0.109 0.1 0.1 0.1
C -3.644 -1.037 -0.112 0.8 0.0 -0.1
C -2.485 -0.235 -0.136 -0.6 0.5 0.2
C -1.232 -0.847 -0.108 0.1 -1.2 0.5
H 3.508 1.343 -2.020 -0.4 -0.1 0.3
H -0.208 1.586 0.144 0.0 0.2 -0.5
H 1.971 -1.395 -0.159 -0.5 -0.6 0.1
H -2.184 -4.145 -0.122 -0.2 0.2 -0.2
H -4.460 -3.049 -0.051 0.3 0.2 0.0
H -4.641 -0.598 -0.069 0.4 0.1 -0.1
H -2.564 0.856 -0.186 0.0 -0.4 0.2
```
Positions in Å, forces in eV/Å.